[1]
C3LiO6Pb | ωB97M-V with the def2-TZVPD basis set

Positions of all 11 atoms, in Å:
Li 1.1431 2.4975 1.4290
O 0.2835 0.8663 0.6137
Pb -0.2992 -0.5182 -0.7921
O 0.0671 1.3836 2.7378
C 0.9853 -0.7163 -3.8561
C -0.1924 0.6403 1.7950
O 1.5317 -0.6820 -4.8616
O -1.6306 -0.8795 2.9941
C -1.1211 -0.6141 1.9217
O -1.2572 -1.2483 0.8164
O 0.4899 -0.7294 -2.7979

Its net charge is +1. As for the molecular weight: 346.168 u. Its HOMO energy is -13.480 eV. Its frontier orbital gap is 8.41 eV. The value obtained for the LUMO energy is -5.070 eV. The calculation puts the calculated total energy at -20842.72231 eV. Its spin multiplicity is 1.

[2]
C3N2O2 | ωB97M-V with the def2-TZVPD basis set

Positions of all 7 atoms, in Å:
C 1.7672 0.4225 0.0764
O -2.4979 1.6064 0.2779
O -0.6389 -2.2817 0.0617
C -2.1761 0.9765 -0.5993
C 0.7879 -0.4820 0.2043
N 0.1000 -1.3911 -0.0118
N 2.6577 1.1493 -0.0091

For the energy above the lowest of the compared OMol25 structures with the same formula, charge and spin, the calculation gives 333.01 kJ/mol. Its net charge is 0. As for the molecular weight: 96.045 u. Its HOMO energy is -10.828 eV. Its frontier orbital gap is 10.54 eV. The value obtained for the LUMO energy is -0.286 eV. The calculation puts the calculated total energy at -10181.92595 eV. Its spin multiplicity is 1.

[3]
C3N2O4 | ωB97M-V with the def2-TZVPD basis set

Positions of all 9 atoms, in Å:
O -1.8496 -0.3214 0.5666
O -0.0390 -1.8410 -1.2330
N 1.4691 0.1490 0.6490
O -1.0362 1.6124 1.3981
N 2.5786 0.0711 1.0666
C -0.9820 0.4844 0.7623
O -0.5158 0.1755 -2.0650
C -0.1177 -0.6101 -1.2164
C 0.3617 0.1570 0.0524

For the energy above the lowest of the compared OMol25 structures with the same formula, charge and spin, the calculation gives 31.52 kJ/mol. Its net charge is -2. As for the molecular weight: 128.043 u. Its HOMO energy is 0.298 eV. Its frontier orbital gap is 6.95 eV. The value obtained for the LUMO energy is 7.247 eV. The calculation puts the calculated total energy at -14279.07229 eV. Its spin multiplicity is 1.

[4]
C3N2O4 | ωB97M-V with the def2-TZVPD basis set

Positions of all 9 atoms, in Å:
O 0.9691 -1.3949 -1.0446
C 1.1132 -0.2472 -0.6909
O 0.2856 0.4237 0.0769
C -1.3743 -2.1155 -0.5552
N 0.6911 1.7293 0.3026
O 0.5242 3.4943 1.8166
C 0.5131 2.5436 1.1675
N -0.2009 -2.3156 -0.6723
O -2.5211 -2.1177 -0.4006

For the energy above the lowest of the compared OMol25 structures with the same formula, charge and spin, the calculation gives 555.25 kJ/mol. Its net charge is 0. As for the molecular weight: 128.043 u. Its HOMO energy (alpha / beta) is -10.069 / -10.068 eV. Its frontier orbital gap (alpha / beta) is 9.46 / 9.46 eV. The value obtained for the LUMO energy (alpha / beta) is -0.606 / -0.606 eV. The calculation puts the calculated total energy at -14273.67321 eV. Its spin multiplicity is 1.

[5]
C3N2OS3 | ωB97M-V with the def2-TZVPD basis set

Positions of all 9 atoms, in Å:
C -0.7101 -1.2279 -0.0103
N -0.1489 -0.6892 -1.1354
C 0.6519 0.2742 -1.2391
S -0.4297 1.8362 2.4791
N -0.7668 -0.4226 1.1117
S 1.2704 1.2241 0.2124
O -1.1561 -2.3811 -0.0577
C -0.1133 0.6891 1.3114
S 1.4026 0.6970 -2.6720

Its net charge is -2. As for the molecular weight: 176.247 u. Its HOMO energy (alpha / beta) is 2.628 / -0.494 eV. Its frontier orbital gap (alpha / beta) is 2.65 / 4.89 eV. The value obtained for the LUMO energy (alpha / beta) is 5.275 / 4.394 eV. The expectation value of S² is 2.013. The calculation puts the calculated total energy at -40641.78065 eV. Its spin multiplicity is 3.

[6]
C3O4S | ωB97M-V with the def2-TZVPD basis set

Positions of all 8 atoms, in Å:
O -0.2613 1.5170 -1.0594
C -1.7265 -0.7087 0.8071
O 2.7095 0.4285 -1.1797
C -2.0260 0.2001 -0.0374
S 2.0553 0.2753 0.0817
O 1.5943 -1.0336 0.4926
O -1.2817 -1.5683 1.4308
C -1.0636 0.8896 -0.5358

For the energy above the lowest of the compared OMol25 structures with the same formula, charge and spin, the calculation gives 181.06 kJ/mol. Its net charge is 0. As for the molecular weight: 132.096 u. Its HOMO energy is -10.729 eV. Its frontier orbital gap is 9.61 eV. The value obtained for the LUMO energy is -1.120 eV. The calculation puts the calculated total energy at -22133.89322 eV. Its spin multiplicity is 1.

[7]
C3OTb | ωB97M-V with the def2-TZVPD basis set

Positions of all 5 atoms, in Å:
C 0.5829 0.0971 -0.0022
O -1.7591 0.0866 -0.0273
C -0.5439 0.6984 -0.1103
Tb 3.0363 0.2611 -0.0135
C -1.3161 -1.1432 0.1533

For the energy above the lowest of the compared OMol25 structures with the same formula, charge and spin, the calculation gives 0.00 kJ/mol. Its net charge is +2. As for the molecular weight: 210.957 u. Its HOMO energy (alpha / beta) is -18.931 / -18.735 eV. Its frontier orbital gap (alpha / beta) is 8.77 / 8.59 eV. The value obtained for the LUMO energy (alpha / beta) is -10.158 / -10.146 eV. The expectation value of S² is 15.769. The calculation puts the calculated total energy at -27565.18310 eV. Its spin multiplicity is 8.

[8]
C40H100F6N8O16SV | ωB97M-V with the def2-TZVPD basis set

Positions of all 172 atoms, in Å:
N 5.2694 -3.1055 5.0933
H 0.9784 -2.2229 6.6351
C 0.4377 -0.5943 1.4736
N 2.7602 3.3825 4.7827
H -2.8832 -2.0325 -8.9398
H 6.0555 -3.1524 5.7257
H 4.9343 2.4471 3.9787
F -7.0921 2.2032 -1.3715
H -4.1826 1.3927 2.5470
C 0.7618 -4.0813 -0.7870
H -0.0642 5.9077 -5.9430
C -0.4664 1.3343 -0.9730
H 5.2693 -4.2527 2.7854
S -2.3585 -3.9727 -3.3045
H -0.3935 1.3112 8.3108
H -0.6280 -5.2730 -1.4529
H 0.3792 1.1963 5.4618
F -1.4961 2.0768 -0.6029
N 0.3815 -5.2801 -1.4818
H 5.3363 -3.8019 4.3649
C 5.0426 -1.8380 4.5377
C -3.3328 -2.2461 1.5828
N -2.4489 2.1052 7.0140
H -2.8882 1.5125 -4.3434
H 0.7262 -6.0910 -0.9880
O 5.1937 0.1640 -1.0435
H 4.7520 2.7276 2.2212
H -2.7213 1.9019 7.9651
H 3.9585 1.2894 2.9159
H 3.6466 -4.3518 2.6335
H 6.3766 -0.5264 3.2266
H 2.7404 2.4366 5.1361
H -2.2730 -2.1345 1.3539
H -2.8453 -0.5957 2.7999
C -0.6061 8.2960 -5.1769
H -0.8314 -1.8862 6.5442
H -1.9461 -0.8490 -8.1011
H 2.2452 1.9537 -2.6443
C -0.5980 1.6772 5.5069
N 4.1596 -0.5310 -3.9082
N -2.5699 -1.6425 -8.0625
O -2.9786 -5.2220 -3.8569
H -0.6416 3.7549 1.4508
C 0.0488 -0.7768 2.9018
N 1.3784 8.0184 -6.4895
C 0.1203 -1.6830 7.0353
H 0.8723 3.8067 -3.9579
H 7.0686 -2.0066 3.7011
H -4.5537 1.8018 -2.0602
H -0.2272 4.0793 -2.7310
F -6.6659 1.9255 -3.4535
C -0.0188 4.3997 -3.7519
C -3.0893 -5.7934 0.6859
H -2.5374 -6.1081 -0.1997
H -4.1522 -0.4879 -7.9137
C 4.1602 -3.9952 -2.0921
H -4.4713 -1.2403 3.3162
O -2.3453 0.3251 -5.9220
F -7.4326 0.2899 -2.2698
C 0.5975 6.1852 -5.1225
H 1.3228 8.0499 -4.3729
H -4.0176 -6.3620 0.6295
C 3.9771 -1.8218 3.4270
C 0.2617 -4.3935 0.5663
O -4.6301 -0.3099 -2.2460
H 6.8923 -0.6593 4.8445
H 4.5125 -4.2876 1.0915
H 4.6877 0.9004 0.8175
H -3.9079 -0.7367 0.5095
C 2.2784 -3.7553 -0.8404
H 1.1161 -1.3999 1.1927
H 2.2150 7.4527 -6.4967
O -0.7278 -0.4295 0.7055
O -1.6069 -1.0336 -1.2332
H -4.9887 -2.7242 -8.2123
H -1.0127 1.8790 4.5193
H -5.3084 -2.4821 -6.5441
C -0.5539 -0.2677 -0.6606
H -1.8744 0.1826 -4.0319
O 4.3045 -2.4793 2.1751
C -4.4886 -2.5529 -7.2590
C 0.7427 7.6509 -5.2050
F 0.7176 1.8443 -0.5032
O 2.7654 -3.8316 -2.0947
H -3.2917 2.1708 6.4614
C -6.5918 1.3894 -2.2509
H 5.3141 -0.7535 0.8258
H -1.2573 3.6178 3.1393
C 3.8123 0.1424 -1.5104
H -2.3748 -6.1329 1.4358
C -0.7084 0.4379 7.7397
H -2.7303 -1.5424 -5.4010
H 3.2574 -0.7753 -1.3152
H 0.4049 -0.6863 -0.9665
H -0.7829 4.0007 -4.4190
H -1.4600 -0.0172 8.3847
H -0.6701 9.3836 -5.2106
H -5.0138 -1.5837 0.9070
H 3.1263 -2.2169 3.9822
H -3.3608 2.7370 1.7055
O -0.9653 -3.8338 -3.6632
C -3.4804 -1.4725 2.9260
H -4.9457 2.9344 0.0562
H -0.3175 2.6516 5.9068
C -3.8624 1.7776 1.5787
H 3.6210 -0.8012 3.2868
H 1.1597 0.2212 1.4309
H 0.7748 -0.9007 3.7052
H 1.5566 2.8817 1.4934
C 6.3943 -1.2289 4.0598
F -0.4754 1.5448 -2.3005
H 1.8348 3.7764 4.6894
H -2.9366 -1.9479 3.7423
H 4.6577 -3.2368 -1.4875
H 4.7757 -1.1771 5.3624
H -0.7048 -1.5329 3.1221
H -0.8309 5.1360 2.5824
H -0.7761 -4.0748 0.6644
C -0.5302 4.0932 2.4810
H -1.2121 8.0678 -6.0537
H 3.3435 4.2217 2.9584
O -2.4447 -3.8101 -1.8838
H -3.8270 -3.3880 -7.0288
H 4.8287 -1.2404 -3.6453
H 4.4880 -3.9120 -3.1283
O 0.4421 -0.3097 7.2891
C 4.4895 -3.9005 2.1102
H 0.3387 -5.4163 0.9350
V -3.5226 -2.1198 -1.7103
H 2.7021 -4.5226 -0.1925
H 4.6285 1.2691 -3.1631
H -0.5521 0.1185 3.0621
O -4.9534 0.7962 -0.3816
H -1.0636 8.1120 -4.2048
H 2.5347 1.7645 -4.3333
O 0.2704 5.7658 -3.8602
C 5.4179 0.2290 0.3654
C 1.5831 2.9621 2.5801
H -1.1233 1.6405 -4.7803
O -3.4211 -4.4250 0.5145
H -5.8420 1.9973 1.2036
H 2.4995 -2.7902 -0.3844
H 1.5885 5.7364 -5.1914
C -3.6832 -1.2376 -7.2766
C -3.3008 -0.7599 -5.9014
H -2.0930 0.2036 6.1284
H -3.1488 1.0233 1.2472
C 2.5079 1.2092 -3.3958
C -5.1472 0.9223 -1.8104
H -0.0861 -2.1344 8.0057
H -3.1866 -4.1777 2.6167
C -1.5413 1.0336 6.5699
H 6.4002 0.6407 0.5971
H 3.2045 0.8598 -0.9590
H 4.6567 -0.0368 -4.6353
H 1.0901 2.0557 2.9315
C -3.7025 -3.7673 1.7486
C -2.0073 1.0043 -4.7356
N -4.1122 -1.7252 0.4743
C 3.0112 3.2592 3.3474
C -4.9857 1.9539 0.5305
C 4.2856 2.3102 3.1136
H 0.2120 -3.2134 -1.1511
C 3.8311 0.5505 -2.9738
H -4.7852 -3.8591 1.8343
H 0.7238 -3.8278 1.3754
H 1.7335 0.4540 -3.5301
O 0.7321 4.0894 2.9933
H -4.1481 -0.4906 -5.2708
O -3.1118 -2.7687 -3.5653
H 1.6971 8.9691 -6.3675
H 4.5500 -4.9276 -1.6839

Its net charge is -2. As for the molecular weight: 1146.279 u. Its HOMO energy (alpha / beta) is -0.799 / -2.386 eV. Its frontier orbital gap (alpha / beta) is 4.07 / 5.65 eV. The value obtained for the LUMO energy (alpha / beta) is 3.267 / 3.267 eV. The expectation value of S² is 3.754. The calculation puts the calculated total energy at -140602.49726 eV. Its spin multiplicity is 4.

[9]
C40H101N5O10 | ωB97M-V with the def2-TZVPD basis set

Positions of all 156 atoms, in Å:
H 0.7015 -1.8847 4.2587
C 1.0041 -1.0102 3.6721
H -7.4622 -1.5709 0.5721
H -4.7098 1.0979 4.2192
H -1.8880 -4.7452 2.8172
H -3.2519 -4.0551 -5.4870
C -5.5821 1.0162 3.5613
H 0.5495 0.2270 5.4204
C 2.8367 4.4925 -0.4871
H 2.9845 -1.1607 4.4405
H 3.0691 1.1162 0.7877
C 2.7883 0.1807 1.2727
C 0.5676 -1.4907 -1.3003
C -3.1235 1.6485 -0.4038
H 8.5649 -1.7437 0.1044
H 8.8375 -1.5847 -1.6071
H -2.7142 -2.9296 4.4656
C 4.5707 0.3834 2.9915
H 4.6421 -3.3607 -4.4755
H 4.6359 -0.0343 -3.0602
C 5.6812 0.7458 -1.3220
C 0.1748 -4.4700 1.0493
H -5.0446 -3.6604 -0.4664
H -3.2319 0.5643 -0.3260
H -4.7624 3.7320 3.7133
H -5.6132 1.2246 -0.8816
H -0.8758 -3.3642 3.1410
O -1.0945 -3.8342 1.1133
C 6.6243 -0.4585 -1.1623
H 2.6830 5.4251 -1.0369
H 4.8852 4.0883 -1.2722
H -0.9470 0.0414 -1.1180
C 0.2027 1.8574 2.4387
H -1.5678 -1.5741 -1.2470
H -3.1315 1.8856 -1.4703
H 4.4488 3.1983 0.1355
H 0.5771 -4.1505 0.0886
C -5.5598 -1.6436 0.0153
H 0.8944 2.3659 -3.2843
H -3.5584 -3.2955 1.6791
H -3.6832 4.1562 -0.7741
H -6.6677 3.7309 0.5956
H 3.3690 -0.6816 0.9351
H -0.7455 2.9634 -2.6737
O -3.1840 2.1757 2.4080
N -3.4622 -3.0273 3.7780
C 0.9770 1.5702 3.7378
H 4.8213 4.9430 0.2339
H 3.6405 2.7849 3.7966
H -3.6723 -2.4949 -0.5564
H 9.8076 -0.6448 -0.3822
H -4.4160 -4.3743 -4.1490
H 4.9325 1.1648 2.3149
H 0.9956 3.6722 4.3459
C -2.8875 -2.8915 2.4351
C -6.7647 1.8418 1.5653
H 6.2589 -1.2043 -0.4459
H 1.5051 2.5347 5.5454
H 5.2600 -2.4272 -2.9956
H 1.4268 -0.8569 -1.5453
H 2.3698 -1.3974 -5.5967
O 3.1780 -3.5393 -1.4773
H -0.2293 2.6069 5.1586
C 2.5182 -0.9758 3.4673
H 5.4581 1.0922 -0.3066
H 2.3602 3.6797 1.3303
C -0.7802 -0.9181 -1.6175
C -1.6068 -3.7595 2.4176
H -7.7164 1.9851 2.0853
O -1.3581 -2.9705 -4.0539
H -5.4965 0.0032 3.1597
C 0.7744 2.6836 4.7442
C -3.5540 -3.7945 -4.4701
H 2.7601 -1.8774 2.8935
C 4.4302 -2.9175 -3.5020
H 0.4964 -1.2542 2.7297
H 1.7484 -0.0190 1.0115
H 2.9376 -4.4761 -3.3042
H 4.8954 0.7360 3.9710
H 1.2084 4.5413 0.5513
H -6.4533 3.3682 3.9296
H 3.7155 1.1917 -2.1823
C -5.5033 2.2485 -0.5264
C 1.1056 -0.0567 -6.8073
H 0.1081 1.8185 -1.7633
H 0.1874 0.5135 -6.6355
H 0.7414 -1.2942 -5.0844
H -0.1234 1.0096 1.8335
C 1.5493 -0.6816 -5.4966
H -5.3746 -0.6145 -0.3151
H 3.5124 -4.1078 -0.7832
H -2.2039 -1.3102 1.1784
C 3.0595 0.2738 2.7914
C -2.3457 -3.8863 -3.5628
O 0.7768 -1.0491 -7.7804
H 5.0519 -0.5559 2.7232
C -3.8166 3.9258 0.2853
H 1.5117 -3.1330 -1.8818
O 0.6706 -2.6889 -2.1055
H -0.7166 2.4034 2.6878
H 1.8788 0.0851 -4.7918
H -5.9903 4.2773 2.5508
H -5.3954 -1.6545 1.0962
N 6.3147 1.8776 -2.0181
C -5.5788 2.0742 2.4660
O -6.9760 -1.7537 -0.2327
C -4.7359 -2.6476 -0.7367
H 0.6986 -1.8369 -0.2682
H 4.4823 -4.7635 -2.4454
O 7.8757 0.0249 -0.7243
C -2.6281 -1.4129 2.1838
H 0.8021 -4.0447 1.8425
H 3.8725 -0.4163 -1.5095
H -2.8820 4.1444 0.7949
H -3.8454 -2.7436 -4.5452
C -6.7265 2.6871 0.2740
H -2.6057 -3.5233 -2.5627
H 2.1901 2.4521 -0.7515
N 2.1909 4.5480 0.8311
H -0.6264 -3.0033 -3.4129
H 0.1825 -5.5575 1.1492
H -4.6315 4.5232 0.6927
H 1.9081 0.5480 -7.2247
C 8.8284 -1.0126 -0.6755
C 0.2771 2.6706 -2.4383
C -4.2215 2.4487 0.3212
N -4.3580 1.8976 1.6826
C 4.4074 0.3578 -2.0676
H -2.1310 1.8916 -0.0126
O 2.9992 2.6717 3.0866
O 0.8854 3.7367 -1.7437
H 3.7677 -2.0645 -3.6825
H -6.8633 0.7987 1.2401
H 6.6886 -0.9436 -2.1485
H -6.4348 1.1110 4.2338
H -2.7767 1.3079 2.5217
C 0.4604 0.2466 4.3317
H 0.7228 2.5771 1.8051
C 4.3110 4.1725 -0.3461
C 2.1943 3.3874 -1.3318
N 2.4180 1.4255 3.4254
C -5.6629 3.4434 3.1749
H -0.8339 -0.7134 -2.6852
H 6.4599 1.5993 -2.9885
H -3.5650 -0.8540 2.1283
H -1.9721 -0.9035 2.8920
H 2.7714 3.1698 -2.2451
H -5.4186 2.8760 -1.4160
H -1.8918 -4.8806 -3.5512
H -0.6255 0.2438 4.1723
C 3.7357 -4.0077 -2.7177
H -7.7021 2.6457 -0.2123
H -4.8929 -2.5983 -1.8164
H -3.8066 -3.9469 4.0424
H 7.2507 1.9219 -1.6132
H 0.0417 -1.5686 -7.4384

Its net charge is 0. As for the molecular weight: 812.273 u. Its HOMO energy is -8.217 eV. Its frontier orbital gap is 8.20 eV. The structure (SMILES) is CC1(C)CCCC(C)(C)N1O.CC1(C)CCCC(C)(C)N1O.COC[C@H](C)N.COC[C@H](C)N.COC[C@H](C)N.CCO.CCO.CCO.CCO.CCO. The value obtained for the LUMO energy is -0.021 eV. The calculation puts the calculated total energy at -71038.73916 eV. Its spin multiplicity is 1.